{"formula": "C45H38CdN5O3SSb", "method": "the ωB97M-V functional and the def2-TZVPD basis", "e_tot_ev": -82812.2612, "homo_lumo_gap_ev": 7.14, "e_above_lowest_kcal_mol": 0.0, "charge": 0, "elements": ["Cd", "C", "C", "C", "C", "C", "N", "C", "C", "C", "C", "C", "C", "C", "N", "C", "C", "C", "N", "C", "C", "N", "C", "C", "C", "N", "H", "H", "H", "H", "H", "H", "H", "H", "H", "H", "H", "H", "H", "H", "H", "H", "H", "H", "S", "Sb", "C", "C", "C", "C", "C", "C", "C", "C", "C", "C", "C", "C", "C", "C", "C", "C", "C", "C", "H", "H", "H", "H", "H", "H", "H", "H", "H", "H", "H", "H", "H", "H", "H", "O", "C", "C", "C", "C", "C", "C", "C", "O", "O", "H", "H", "H", "H", "H"], "xyz": [[-0.273, 0.116, 0.318], [-6.498, -3.175, 2.035], [-5.251, -2.683, 1.351], [-4.675, -3.363, 0.283], [-3.507, -2.931, -0.310], [-2.824, -1.762, 0.098], [-1.662, -1.352, -0.473], [-1.104, -2.036, -1.554], [-1.708, -2.048, -2.815], [-1.087, -2.582, -3.927], [0.201, -3.105, -3.842], [0.930, -3.600, -5.061], [0.810, -3.119, -2.598], [0.161, -2.642, -1.462], [0.824, -2.827, -0.212], [1.648, -3.852, 0.103], [2.099, -3.649, 1.383], [1.485, -2.456, 1.783], [0.714, -1.976, 0.822], [-3.421, -1.084, 1.192], [-4.584, -1.552, 1.792], [-2.886, 0.129, 1.750], [-3.619, 1.189, 2.134], [-2.806, 2.037, 2.852], [-1.563, 1.406, 2.846], [-1.611, 0.244, 2.194], [-7.041, -3.874, 1.397], [-7.173, -2.353, 2.276], [-6.267, -3.694, 2.968], [-5.145, -4.268, -0.089], [-3.089, -3.511, -1.122], [-2.686, -1.590, -2.902], [-1.591, -2.555, -4.885], [0.262, -3.652, -5.921], [1.350, -4.594, -4.901], [1.756, -2.935, -5.323], [1.823, -3.494, -2.507], [1.826, -4.658, -0.586], [2.760, -4.281, 1.948], [1.555, -1.930, 2.722], [-4.967, -1.012, 2.651], [-4.657, 1.263, 1.863], [-3.068, 2.988, 3.279], [-0.624, 1.748, 3.252], [2.768, -0.095, -0.648], [2.408, 0.986, -2.598], [0.673, 0.745, -3.809], [-0.577, 1.077, -3.297], [-1.691, 1.105, -4.123], [-1.567, 0.809, -5.472], [-0.325, 0.471, -5.989], [0.790, 0.440, -5.162], [4.090, 0.501, -3.814], [4.185, -0.482, -4.790], [5.389, -0.713, -5.443], [6.512, 0.034, -5.123], [6.432, 1.006, -4.134], [5.229, 1.235, -3.484], [2.587, 3.088, -2.595], [2.893, 3.788, -1.436], [3.052, 5.165, -1.493], [2.893, 5.838, -2.697], [2.581, 5.136, -3.852], [2.431, 3.757, -3.803], [-0.705, 1.312, -2.251], [-2.655, 1.357, -3.700], [-2.434, 0.841, -6.119], [-0.215, 0.237, -7.040], [1.751, 0.202, -5.598], [3.339, -1.114, -5.035], [5.447, -1.485, -6.199], [7.449, -0.146, -5.634], [7.306, 1.586, -3.868], [5.185, 1.997, -2.713], [2.981, 3.258, -0.495], [3.287, 5.717, -0.592], [3.007, 6.914, -2.733], [2.453, 5.660, -4.791], [2.188, 3.212, -4.709], [0.667, 4.276, 1.789], [0.201, 4.980, 0.715], [0.285, 6.364, 0.651], [-0.203, 7.039, -0.458], [-0.794, 6.338, -1.498], [-0.898, 4.957, -1.414], [-0.396, 4.267, -0.321], [-0.502, 2.773, -0.257], [-1.614, 2.229, -0.185], [0.586, 2.102, -0.301], [1.064, 4.885, 2.418], [0.736, 6.913, 1.472], [-0.125, 8.117, -0.502], [-1.177, 6.862, -2.363], [-1.373, 4.394, -2.209]], "lowdin_charge": [1.41, -0.06, -0.30, -0.06, -0.02, -0.25, -0.06, -0.28, -0.04, -0.05, -0.28, -0.05, 0.00, -0.14, -0.09, -0.06, -0.05, -0.16, -0.05, -0.13, 0.00, -0.10, -0.07, -0.05, -0.17, -0.02, 0.07, 0.07, 0.08, 0.11, 0.10, 0.12, 0.11, 0.08, 0.08, 0.06, 0.12, 0.12, 0.09, 0.11, 0.12, 0.13, 0.10, 0.11, 0.00, 1.22, -0.32, -0.12, -0.07, -0.08, -0.08, -0.13, -0.34, -0.12, -0.08, -0.09, -0.08, -0.13, -0.35, -0.12, -0.08, -0.08, -0.08, -0.11, 0.06, 0.11, 0.10, 0.11, 0.08, 0.08, 0.10, 0.10, 0.11, 0.10, 0.10, 0.11, 0.10, 0.10, 0.10, 0.06, -0.27, -0.03, -0.09, -0.09, -0.01, -0.08, -0.65, -0.03, -0.22, 0.11, 0.11, 0.10, 0.10, 0.12]}

***

{"formula": "C28H27Cl4GeN2O2Ru", "method": "the ωB97M-V functional and the def2-TZVPD basis", "e_tot_ev": -145723.6051, "homo_lumo_gap_ev": [5.61, 5.61], "e_above_lowest_kcal_mol": 14.8, "charge": 2, "spin_multiplicity": 2, "elements": ["Ru", "C", "N", "C", "C", "C", "C", "C", "C", "C", "C", "H", "H", "H", "H", "H", "H", "H", "H", "H", "H", "H", "H", "H", "Cl", "Ge", "Cl", "Cl", "C", "C", "C", "C", "C", "C", "N", "C", "C", "C", "C", "C", "C", "H", "H", "H", "H", "H", "H", "H", "H", "H", "H", "Cl", "C", "C", "C", "C", "C", "C", "C", "O", "O", "H", "H", "H", "H"], "xyz": [[0.125, 0.124, 0.045], [1.984, -0.571, 5.429], [2.514, -0.720, 4.052], [2.164, -2.038, 3.472], [2.087, 0.426, 3.170], [2.786, 0.393, 1.838], [4.181, 0.469, 1.817], [4.881, 0.392, 0.626], [4.185, 0.288, -0.568], [2.798, 0.290, -0.554], [2.079, 0.299, 0.639], [2.344, -1.391, 6.046], [0.896, -0.595, 5.391], [2.315, 0.377, 5.846], [3.535, -0.677, 4.100], [1.081, -2.137, 3.458], [2.596, -2.824, 4.087], [2.557, -2.093, 2.458], [2.333, 1.330, 3.731], [1.002, 0.366, 3.060], [4.735, 0.613, 2.739], [5.960, 0.451, 0.625], [4.716, 0.264, -1.509], [2.281, 0.295, -1.514], [-2.236, 3.641, -2.452], [-0.312, 2.716, -2.565], [0.355, 2.548, -0.387], [1.151, 4.025, -3.430], [2.336, -4.163, -2.023], [1.680, -3.067, -2.564], [0.867, -2.278, -1.770], [0.689, -2.606, -0.417], [1.341, -3.722, 0.121], [2.165, -4.485, -0.681], [-0.093, -1.770, 0.390], [-1.040, -2.327, 1.231], [-1.437, -1.635, 2.393], [-2.382, -2.175, 3.240], [-2.967, -3.400, 2.938], [-2.602, -4.077, 1.781], [-1.645, -3.555, 0.931], [2.974, -4.773, -2.648], [1.794, -2.832, -3.613], [0.319, -1.447, -2.201], [1.197, -3.979, 1.162], [2.673, -5.343, -0.263], [-0.989, -0.674, 2.610], [-2.676, -1.643, 4.134], [-3.716, -3.817, 3.597], [-3.077, -5.015, 1.532], [-1.391, -4.070, 0.013], [-8.088, 1.005, -1.514], [-6.410, 0.848, -1.213], [-5.580, 0.335, -2.211], [-4.229, 0.210, -1.968], [-3.711, 0.583, -0.726], [-4.548, 1.096, 0.268], [-5.897, 1.235, 0.026], [-2.281, 0.465, -0.472], [-1.773, 0.599, 0.701], [-1.427, 0.211, -1.400], [-6.003, 0.045, -3.161], [-3.570, -0.177, -2.732], [-4.131, 1.394, 1.220], [-6.561, 1.640, 0.776]], "mulliken_spin": [0.08, 0.00, 0.00, 0.00, 0.00, 0.00, 0.00, 0.00, 0.00, 0.01, -0.02, 0.00, 0.00, 0.00, 0.00, 0.00, 0.00, 0.00, 0.00, 0.00, 0.00, 0.00, 0.00, 0.01, 0.14, 0.62, 0.08, 0.15, 0.00, 0.00, -0.01, 0.00, 0.00, 0.00, 0.01, 0.00, 0.00, 0.00, 0.00, 0.00, 0.00, 0.00, 0.00, 0.02, 0.00, 0.00, 0.00, 0.00, 0.00, 0.00, 0.00, 0.00, 0.00, 0.00, 0.00, 0.01, 0.00, 0.00, -0.02, 0.00, -0.06, 0.00, 0.00, 0.00, 0.00]}

***

{"formula": "C4H26N2O10", "method": "the ωB97M-V functional and the def2-TZVPD basis", "e_tot_ev": -28023.1009, "homo_lumo_gap_ev": 9.29, "e_above_lowest_kcal_mol": 116.5, "smiles": "C[C@H](O)[C@H](N)C(N)=O.O.O.O.O.O.O.O.O", "charge": 0, "elements": ["N", "C", "C", "C", "O", "C", "N", "O", "H", "H", "H", "H", "H", "H", "H", "H", "H", "H", "H", "H", "O", "H", "H", "O", "H", "H", "O", "H", "H", "O", "H", "H", "O", "H", "H", "O", "H", "H", "O", "H", "H", "O"], "xyz": [[-1.392, 1.724, 1.993], [-0.649, 1.550, 0.726], [0.662, 2.497, 0.709], [1.711, 1.786, -0.126], [1.132, 2.769, 2.006], [-0.448, 0.061, 0.400], [-0.555, -0.387, -0.856], [-0.057, -0.653, 1.339], [-1.787, 2.606, 2.102], [-0.691, 1.438, 2.555], [-1.291, 2.048, -0.062], [0.493, 3.585, 0.428], [2.705, 2.161, 0.264], [1.789, 0.679, -0.031], [1.728, 1.971, -1.265], [1.227, 1.971, 2.474], [-0.724, 0.174, -1.760], [-0.333, -1.372, -0.876], [-0.094, -4.358, 0.825], [0.969, -3.422, 1.197], [0.493, -3.713, 0.477], [-1.310, 3.901, -2.038], [0.188, 3.644, -1.967], [-0.640, 3.615, -1.479], [1.679, -1.556, 1.192], [1.793, -1.520, 2.606], [1.922, -2.039, 1.964], [1.307, -1.358, -3.475], [0.290, -2.449, -3.374], [0.476, -1.682, -3.879], [-2.061, -1.836, 0.762], [-3.170, -2.443, 1.583], [-2.771, -2.623, 0.715], [0.418, -0.525, 2.977], [-0.370, 0.039, 4.110], [0.426, 0.108, 3.812], [-1.777, -3.426, -1.447], [-0.106, -3.439, -1.320], [-0.886, -3.299, -1.926], [0.329, 0.612, -3.704], [-0.624, 1.733, -4.154], [-0.002, 1.428, -3.481]], "lowdin_charge": [0.09, -0.22, -0.37, -0.05, -0.02, -0.48, 0.22, -0.03, 0.07, -0.02, 0.13, 0.15, 0.10, 0.07, 0.09, 0.04, 0.15, 0.07, 0.05, -0.03, -0.01, 0.01, 0.05, -0.03, 0.03, -0.09, 0.05, 0.06, -0.02, -0.05, 0.08, 0.04, -0.11, 0.07, -0.07, -0.02, 0.09, 0.03, -0.12, -0.04, 0.07, -0.02]}

***

{"formula": "C25H25N5OOsSe2", "method": "the ωB97M-V functional and the def2-TZVPD basis", "e_tot_ev": -168982.4706, "homo_lumo_gap_ev": [3.76, 3.78], "e_above_lowest_kcal_mol": 118.7, "charge": 0, "elements": ["Os", "C", "Se", "C", "C", "Se", "C", "H", "H", "H", "H", "H", "H", "H", "H", "H", "H", "C", "C", "C", "C", "N", "C", "C", "C", "C", "C", "C", "N", "H", "H", "H", "H", "H", "H", "H", "H", "N", "C", "O", "C", "C", "N", "C", "N", "H", "H", "C", "C", "C", "C", "C", "C", "C", "H", "H", "H", "H", "H"], "xyz": [[0.470, 0.536, -0.109], [0.975, -0.396, 3.770], [0.427, 1.144, 2.722], [2.195, 1.969, 2.659], [3.226, 1.148, 1.920], [2.857, 1.144, 0.014], [3.968, -0.392, -0.416], [1.385, -0.053, 4.717], [1.697, -1.003, 3.232], [0.081, -0.987, 3.955], [2.519, 2.118, 3.690], [2.032, 2.952, 2.215], [3.237, 0.109, 2.249], [4.224, 1.566, 2.055], [4.984, -0.197, -0.080], [3.958, -0.509, -1.495], [3.555, -1.280, 0.055], [1.082, 0.200, -4.361], [-0.250, 0.288, -4.856], [-1.295, 0.355, -4.001], [-1.073, 0.368, -2.581], [0.241, 0.297, -2.122], [1.254, 0.205, -3.012], [-2.044, 0.479, -1.632], [-3.420, 0.939, -1.670], [-4.345, 0.465, -0.530], [-3.773, -0.410, 0.468], [-2.551, 0.163, 0.893], [-1.583, 0.617, -0.309], [1.933, 0.128, -5.019], [-0.429, 0.298, -5.924], [-2.312, 0.401, -4.366], [2.241, 0.119, -2.582], [-3.877, 1.270, -2.593], [-5.407, 0.479, -0.736], [-4.212, -1.315, 0.849], [-1.989, -0.183, 1.746], [-0.232, 4.531, 1.113], [-0.635, 3.300, 0.646], [0.289, 2.670, -0.008], [-1.901, 2.819, 0.945], [-2.476, 1.583, 0.376], [-3.660, 1.781, -0.471], [-2.776, 3.691, 1.637], [-3.428, 4.437, 2.231], [0.537, 4.930, 0.602], [-0.948, 5.172, 1.419], [0.593, -1.235, 0.123], [0.518, -2.611, 0.206], [0.593, -3.322, 1.435], [0.512, -4.698, 1.443], [0.361, -5.410, 0.254], [0.287, -4.725, -0.961], [0.362, -3.352, -1.002], [0.704, -2.774, 2.360], [0.567, -5.230, 2.384], [0.298, -6.490, 0.273], [0.164, -5.278, -1.883], [0.292, -2.816, -1.940]], "lowdin_charge": [1.18, -0.36, 1.06, -0.51, -0.51, 0.99, -0.33, 0.04, 0.01, 0.03, 0.08, 0.06, 0.06, 0.08, 0.04, 0.02, 0.03, -0.09, -0.09, -0.02, -0.21, -0.11, -0.17, -0.17, -0.13, -0.20, -0.05, -0.15, -0.09, 0.09, 0.10, 0.11, 0.06, 0.13, 0.13, 0.07, 0.10, 0.15, -0.54, -0.30, -0.16, -0.33, 0.10, -0.23, 0.13, 0.10, 0.09, -0.18, -0.30, -0.04, -0.09, -0.08, -0.08, -0.03, 0.08, 0.10, 0.10, 0.11, 0.11]}